Entry 1:
The ion C12H16N with charge +1. Source: the Open Molecules 2025 dataset; level of theory: wB97M-V/def2-TZVPD.

Cartesian coordinates (Å):
C  3.9674  -0.7570  0.4276
C  3.5116  -1.1187  -0.8474
C  3.2268  -0.0012  1.3015
C  2.2751  -0.6660  -1.2795
C  1.9844  0.4553  0.8908
C  1.4897  -0.0429  -0.3372
C  -3.6306  -0.8528  0.0908
C  -2.4579  -1.3976  0.7980
C  -0.7186  -1.0369  -0.8975
C  -1.2596  -1.4964  0.3905
C  0.0723  0.1805  -0.6206
C  0.0614  2.6512  -0.2432
N  -0.4462  1.3414  -0.4607
H  4.8773  -1.2133  0.7214
H  4.0059  -1.6926  -1.6052
H  3.7329  0.3229  2.2288
H  1.7771  -0.9129  -2.2226
H  1.4454  1.0036  1.6317
H  -3.9802  0.1067  0.3251
H  -4.5157  -1.3555  0.3795
H  -2.5574  -1.7356  1.9312
H  0.0604  -1.7664  -1.1399
H  -1.5110  -1.0204  -1.6091
H  -0.5150  -2.0367  0.9225
H  1.2117  2.6168  -0.2154
H  -0.4365  3.2981  -1.0066
H  -0.4555  3.0293  0.7412
H  -1.4048  1.4080  -0.5255
H  -3.4254  -0.9976  -0.9533

Summary:
Total energy: -521.295415 hartree
Net charge: +1
Frontier orbital gap: 9.22 eV
Energy above the lowest of the compared OMol25 structures with the same formula, charge and spin: 73.8 kJ/mol
Largest force on an atom: 5.92 eV/A

***

Entry 2:
A cluster of 2 separate species, C12H16N in total. Source: the Open Molecules 2025 dataset; level of theory: wB97M-V/def2-TZVPD.

Cartesian coordinates (Å):
C  -3.6382  -0.2650  1.0670
C  -2.5061  0.1053  1.2949
C  1.0358  1.0842  -3.4716
C  2.0479  0.7146  -2.5840
C  -0.3809  0.9468  -3.1629
C  1.6140  0.0352  -1.2498
C  -0.7803  0.1780  -2.0972
C  0.1670  -0.3179  -1.1219
C  0.6139  -1.9531  0.7844
C  0.6579  0.7735  3.1131
C  -1.1278  0.5225  1.5100
C  -0.3040  -1.2010  -0.1455
N  -0.4904  0.1321  2.5847
H  -4.6633  -0.3252  1.1740
H  1.1538  1.6135  -4.4501
H  3.0629  0.8899  -2.6859
H  -1.1605  1.4053  -3.6894
H  2.2648  -0.7848  -1.3760
H  -1.8541  -0.0961  -1.9098
H  0.5315  -2.9553  0.5432
H  1.6825  -1.7362  0.6463
H  0.4459  -1.6612  1.8497
H  0.3632  1.6133  3.7093
H  1.2917  0.0653  3.7674
H  1.3150  1.0013  2.3090
H  -0.9042  1.3434  0.9091
H  -1.3360  -1.3957  -0.1301
H  1.9403  0.7718  -0.3771
H  -1.0423  -0.5044  3.1894

Summary:
2S+1: 3
Total energy: -521.118516 hartree
Net charge: +1
Frontier orbital gap (spin up / spin down): 5.37 / 6.98 eV
Energy above the lowest of the compared OMol25 structures with the same formula, charge and spin: 183.9 kJ/mol
Largest force on an atom: 5.02 eV/A

***

Entry 3:
A cluster of 2 separate species, C12H16N2 in total. Source: the Open Molecules 2025 dataset; level of theory: wB97M-V/def2-TZVPD.

Cartesian coordinates (Å):
C  1.6017  -0.7392  -1.2161
C  2.7196  -1.1225  -2.1912
C  1.5813  0.7208  -0.9070
C  1.9650  1.3681  0.2374
C  1.3627  2.8153  -1.2998
N  1.2060  1.6422  -1.8574
N  1.8235  2.7046  -0.0284
H  0.6374  -1.0033  -1.6530
H  1.7067  -1.3002  -0.2856
H  2.7188  -0.4379  -3.0417
H  2.2903  0.9622  1.1815
H  1.1576  3.7604  -1.7762
H  1.9903  3.4699  0.5992
H  2.5858  -2.1422  -2.5451
H  3.6985  -1.0198  -1.7155
C  -1.4656  1.4765  1.5643
C  -1.7086  -0.4341  -0.0448
C  -1.7757  0.0323  1.2646
C  -2.0120  -1.7511  -0.3530
C  -2.3871  -2.6292  0.6560
C  -2.1478  -0.8575  2.2675
C  -2.4533  -2.1781  1.9645
H  -1.4027  0.2430  -0.8343
H  -1.9507  -2.0965  -1.3774
H  -0.5404  1.7720  1.0656
H  -1.3673  1.6443  2.6378
H  -2.6238  -3.6588  0.4224
H  -2.2010  -0.5155  3.2950
H  -2.7408  -2.8518  2.7610
H  -2.2685  2.1261  1.2097

Summary:
Total energy: -576.379990 hartree
Net charge: 0
Frontier orbital gap: 9.44 eV
Energy above the lowest of the compared OMol25 structures with the same formula, charge and spin: 0.0 kJ/mol
Largest force on an atom: 0.59 eV/A

***

Entry 4:
A cluster of 2 separate species, C12H16N2 in total. Source: the Open Molecules 2025 dataset; level of theory: wB97M-V/def2-TZVPD.

Cartesian coordinates (Å):
C  2.0909  -2.6694  -0.0596
C  2.4216  -1.7518  -1.2673
C  0.6982  -2.5876  0.4194
C  0.1312  -1.9175  1.5732
C  -1.4235  -3.1977  0.5958
N  -0.3341  -3.4414  -0.0700
N  -1.1686  -2.2823  1.6874
H  2.1994  -3.6556  -0.4053
H  2.6322  -2.4414  0.7292
H  1.9877  -0.7695  -1.0595
H  0.6237  -1.1339  2.2333
H  -2.3852  -3.7175  0.4663
H  -1.7403  -1.9417  2.2888
H  1.9351  -2.1743  -2.2010
H  3.4204  -1.6256  -1.3883
C  -2.8913  2.8887  0.0924
C  1.3933  2.1708  -0.6909
C  0.9991  2.6731  0.5715
C  0.5784  2.3315  -1.8204
C  -0.3881  2.8016  0.8007
C  -0.8221  2.6254  -1.5521
C  -1.3390  2.6798  -0.1895
H  2.2526  1.6325  -0.8571
H  1.8603  2.7921  1.2879
H  0.9435  2.2701  -2.8851
H  -0.7582  3.0660  1.7966
H  -1.5074  2.7755  -2.3479
H  -3.0334  2.6160  1.1054
H  -3.4856  2.2652  -0.5903
H  -3.1177  3.8276  -0.3333

Summary:
Total energy: -576.276102 hartree
Net charge: 0
Frontier orbital gap: 8.85 eV
Energy above the lowest of the compared OMol25 structures with the same formula, charge and spin: 272.8 kJ/mol
Largest force on an atom: 9.06 eV/A

***

Which value of total energy does entry 4 give?
-576.276102 hartree

***

Which formula does entry 2 have?
C12H16N